Record 1
Below is the molecule C21H30ClN3O4S, with properties calculated with wB97M-V/def2-TZVPD.

The calculation puts the energy above the lowest of the compared OMol25 structures with the same formula, charge and spin at 44.3 kcal/mol. As for the SMILES: CCN(CC)CCCNC(=O)c1cc(Cl)c(NC(=O)C2=C(C)OCCS2)cc1OC. For the HOMO-LUMO gap, the calculation gives 8.667 eV.

Cartesian coordinates (Å):
C -4.02 -1.78 2.12
H -4.77 -1.21 2.66
H -3.09 -1.21 2.11
H -3.85 -2.71 2.66
C -4.47 -2.08 0.70
N -4.47 -0.88 -0.12
C -4.27 -1.13 -1.54
C -5.34 -1.99 -2.22
H -6.33 -1.55 -2.12
H -5.12 -2.08 -3.28
H -5.37 -2.99 -1.79
H -4.21 -0.16 -2.04
H -3.30 -1.62 -1.65
C -5.58 0.02 0.17
H -6.05 0.35 -0.76
C -5.14 1.27 0.94
H -4.64 0.99 1.87
H -6.03 1.85 1.18
C -4.19 2.15 0.12
N -2.84 1.63 0.13
C -1.79 2.46 0.32
O -1.94 3.66 0.49
C -0.41 1.87 0.29
C 0.61 2.82 0.31
C 1.93 2.46 0.28
C 2.30 1.11 0.24
C 1.29 0.16 0.23
C -0.06 0.51 0.26
O -1.04 -0.43 0.26
C -0.68 -1.79 0.25
H -1.62 -2.34 0.28
H -0.08 -2.05 1.13
H -0.12 -2.05 -0.65
H 1.59 -0.88 0.20
N 3.65 0.78 0.20
C 4.23 -0.45 0.10
O 3.63 -1.50 0.08
C 5.72 -0.39 0.06
C 6.43 0.44 -0.72
O 7.79 0.52 -0.75
C 8.52 -0.13 0.26
C 8.11 -1.59 0.41
H 8.76 -2.11 1.11
H 8.11 -2.09 -0.56
S 6.43 -1.65 1.09
H 9.57 -0.05 -0.05
H 8.39 0.39 1.22
C 5.84 1.37 -1.74
H 6.51 1.39 -2.60
H 5.77 2.38 -1.35
H 4.86 1.04 -2.07
H 4.26 1.59 0.26
Cl 3.16 3.69 0.29
H 0.31 3.86 0.35
H -2.73 0.63 0.03
H -4.13 3.15 0.55
H -4.55 2.23 -0.91
H -6.35 -0.50 0.76
H -5.46 -2.56 0.73
H -3.77 -2.79 0.25

Atom charges from the Mulliken analysis, given in e for atoms 1 to 5:
1. C -1.430
2. H 0.375
3. H 0.235
4. H 0.419
5. C -0.900

=====

Record 2
Below is a cluster of 2 separate species, C7H11N in total at a distorted geometry, with properties calculated with wB97M-V/def2-TZVPD.

The calculation puts the energy above the lowest of the compared OMol25 structures with the same formula, charge and spin at 52.6 kcal/mol. As for the SMILES: c1ccccc1.CN. For the HOMO-LUMO gap, the calculation gives 10.174 eV.

Cartesian coordinates (Å):
C -1.94 -0.16 -1.14
C -1.56 -1.14 -0.14
C -0.94 -0.90 1.11
C -0.44 0.33 1.44
C -0.74 1.28 0.45
C -1.32 1.10 -0.81
C 3.02 0.36 -0.10
H -2.31 -0.33 -2.05
H -1.85 -2.22 -0.27
H -0.44 -1.73 1.75
H 0.05 0.58 2.35
H -0.52 2.27 0.77
H -1.41 1.83 -1.55
H 1.28 -0.92 -0.37
H 2.31 -0.82 -1.63
H 4.09 0.32 -0.38
H 2.70 1.39 -0.39
H 3.34 0.21 0.95
N 2.33 -0.82 -0.60

Atom charges from the Mulliken analysis, given in e for atoms 1 to 5:
1. C -0.731
2. C -0.084
3. C -0.345
4. C -0.300
5. C -0.354

=====

Record 3
Below is a structure of composition C9H10N2NdO4 at a distorted geometry, with properties calculated with wB97M-V/def2-TZVPD.

For the HOMO-LUMO gap (spin up / spin down), the calculation gives 6.733 / 6.895 eV. Its total charge is +3. The multiplicity is 4.

Cartesian coordinates (Å):
Nd 0.16 -0.02 0.27
O 2.17 -2.91 -0.89
C 1.57 -2.02 -0.49
C -1.04 1.94 1.38
O -1.62 2.83 1.82
C -1.68 -1.61 1.08
O -2.54 -2.32 1.38
C 1.87 1.59 -0.75
O 2.60 2.31 -1.27
C -1.35 -0.28 -3.12
H -0.39 -0.15 -3.63
H -1.69 -1.32 -2.96
C -2.03 0.76 -2.63
H -2.97 0.62 -2.05
H -1.66 1.79 -2.72
C 4.01 -0.28 4.31
N 2.53 -0.36 4.30
C 1.82 -0.54 5.58
C 1.89 -0.27 3.21
N 1.29 -0.18 2.19
H 4.35 -0.38 5.34
H 4.34 0.68 3.88
H 4.43 -1.08 3.68
H 1.13 0.30 5.75
H 1.22 -1.46 5.54
H 2.56 -0.59 6.38

Atom charges from the Mulliken analysis, given in e for atoms 1 to 5:
1. Nd 1.353
2. O 0.007
3. C 0.228
4. C 0.227
5. O 0.008

=====

Record 4
Below is a structure of composition C4H4O2Yb at a distorted geometry, with properties calculated with wB97M-V/def2-TZVPD.

The calculation puts the energy above the lowest of the compared OMol25 structures with the same formula, charge and spin at 121.5 kcal/mol. For the HOMO-LUMO gap (spin up / spin down), the calculation gives 7.905 / 5.225 eV. Its total charge is +3. The multiplicity is 2.

Cartesian coordinates (Å):
H -2.40 -1.19 0.28
O 2.14 0.70 0.06
C 1.59 -0.59 0.01
C 0.15 -0.51 -0.18
C -1.03 -0.76 -0.54
H 3.08 0.64 0.20
H 1.77 -1.16 0.93
H 2.00 -1.19 -0.83
C -1.83 -0.04 0.36
O -2.52 0.97 0.18
Yb -2.96 3.12 -0.48

Atom charges from the Mulliken analysis, given in e for atoms 1 to 5:
1. H 0.405
2. O -0.437
3. C -0.162
4. C 0.368
5. C -0.317

=====

Record 5
Below is a structure of composition C36H40BeClN8O3S, with properties calculated with wB97M-V/def2-TZVPD.

For the HOMO-LUMO gap, the calculation gives 7.811 eV. Its total charge is +1.

Cartesian coordinates (Å):
Be 1.95 -1.08 0.97
C -2.97 -4.59 -4.55
C -2.28 -4.20 -3.28
C -1.92 -2.87 -3.06
C -1.27 -2.50 -1.89
C -0.97 -3.46 -0.94
C -1.33 -4.79 -1.13
C -1.98 -5.15 -2.30
S -0.19 -2.98 0.56
O -0.04 -4.15 1.38
O -0.92 -1.86 1.10
N 1.26 -2.36 0.15
C 2.27 -3.10 -0.48
C 2.24 -4.35 -1.04
C 3.39 -4.87 -1.68
C 4.55 -4.17 -1.76
C 4.63 -2.89 -1.16
C 5.78 -2.07 -1.16
C 5.75 -0.85 -0.53
C 4.58 -0.44 0.12
N 3.49 -1.17 0.13
C 3.50 -2.38 -0.51
H -3.79 -3.91 -4.78
H -3.38 -5.60 -4.50
H -2.27 -4.56 -5.39
H -2.16 -2.12 -3.80
H -1.01 -1.46 -1.71
H -1.10 -5.52 -0.36
H -2.26 -6.18 -2.45
H 1.34 -4.94 -1.00
H 3.33 -5.86 -2.12
H 5.43 -4.57 -2.26
H 6.68 -2.40 -1.66
H 6.62 -0.20 -0.52
H 4.53 0.52 0.63
N 0.16 -1.94 5.60
C 1.25 -1.79 4.82
C 1.14 -1.52 3.44
N 2.22 -1.36 2.69
C 3.43 -1.48 3.27
C 3.52 -1.75 4.62
N 2.45 -1.90 5.40
H -0.76 -2.01 5.19
H 0.29 -2.22 6.55
H 0.17 -1.48 2.95
H 4.30 -1.37 2.64
H 4.48 -1.86 5.10
C -3.45 0.58 -0.76
C -3.55 1.78 0.20
C -3.13 1.33 1.61
C -5.02 2.22 0.25
C -2.65 2.96 -0.34
O -3.15 3.41 -1.60
C -2.55 4.13 0.65
C -2.07 5.48 0.07
C -0.61 5.53 -0.29
C 0.37 5.31 0.67
C 1.72 5.29 0.34
C 2.09 5.50 -0.98
Cl 3.78 5.47 -1.40
C 1.14 5.74 -1.96
C -0.20 5.76 -1.60
C -1.27 2.47 -0.83
N -0.36 1.80 0.09
C 0.37 0.74 -0.21
N 1.16 0.44 0.82
C 0.84 1.39 1.75
N -0.07 2.23 1.34
H -4.27 -0.12 -0.56
H -2.52 0.03 -0.62
H -3.54 0.90 -1.80
H -3.94 0.77 2.06
H -2.91 2.18 2.26
H -2.26 0.68 1.58
H -5.62 1.40 0.64
H -5.41 2.45 -0.75
H -5.19 3.08 0.90
H -4.02 3.80 -1.47
H -1.88 3.85 1.46
H -3.53 4.30 1.10
H -2.27 6.24 0.83
H -2.67 5.74 -0.81
H 0.08 5.14 1.70
H 2.47 5.13 1.09
H 1.45 5.92 -2.98
H -0.95 5.93 -2.37
H -0.76 3.33 -1.27
H -1.45 1.76 -1.64
H 0.35 0.22 -1.15
H 1.30 1.45 2.73

Atom charges from the Mulliken analysis, given in e for atoms 1 to 5:
1. Be -0.512
2. C -1.486
3. C 0.968
4. C -1.149
5. C -0.136